This record from the Open Molecules 2025 dataset describes C23H49ClN7O10S2 as an isolated structure. The level of theory is ωB97M-V with the def2-TZVPD basis set.

Geometry as XYZ:
```
92
Properties=species:S:1:pos:R:3:forces:R:3
Cl -4.34748 5.43590 3.82972 -0.04 0.19 0.12
S 1.00978 3.32690 4.37564 0.28 0.55 -0.64
S -0.66990 1.47305 3.12466 0.33 -0.38 -0.76
O 0.84340 0.94019 -3.11650 0.04 -0.08 0.01
O -4.78217 -6.11401 -0.89644 -0.09 -0.16 -0.11
O -0.22555 0.34936 3.91336 -0.06 0.05 0.32
O 0.55025 4.68545 4.51689 -0.11 0.01 0.10
O 0.69751 6.11777 -6.57245 0.00 0.00 0.02
O -5.43277 -1.56561 1.06289 -0.04 -0.05 0.02
O -0.99945 1.16620 1.74918 0.00 0.17 -0.14
O 2.44033 3.16125 4.40419 -0.10 -0.21 -0.18
O 4.71432 3.00038 8.21719 0.02 -0.02 0.01
O 3.20790 -2.92080 -2.74464 0.00 0.00 0.00
N 0.21551 3.96911 -6.14305 -0.06 -0.01 0.14
N 0.38529 2.66721 3.07320 -0.45 -0.19 1.00
N -5.49547 -2.17259 -1.09240 0.05 -0.09 -0.02
N 6.77264 3.52243 7.51140 0.03 0.00 -0.12
N -3.56208 -7.57058 -2.08209 -0.04 -0.04 -0.08
N 0.38491 -1.19710 -2.63385 -0.10 0.02 0.12
N 4.69308 -2.02453 -4.16041 0.03 0.10 0.01
C -2.36799 3.51805 4.12650 -0.26 0.16 0.32
C 3.87096 -1.95057 -3.07708 -0.04 0.01 0.03
C 0.54043 0.40220 -0.79376 0.01 0.12 -0.20
C -0.09257 2.81076 -5.31534 0.03 0.10 -0.45
C 0.44623 5.24619 -5.75130 0.02 0.04 -0.02
C 0.44604 2.52774 5.81276 -0.02 -0.28 -0.47
C -5.12203 -2.93629 -2.26262 -0.14 0.24 0.02
C 7.81405 3.78479 6.54184 -0.01 0.00 0.30
C 0.38095 5.53525 -4.26984 0.03 0.07 -0.04
C -3.83764 3.83577 4.43157 0.32 -0.45 -0.15
C -5.00933 -2.28879 0.17931 0.01 0.04 0.01
C 3.83088 -0.63602 -2.33730 0.02 -0.09 -0.01
C 5.03291 3.06843 5.83494 0.04 -0.13 0.29
C 5.54656 -0.98931 -4.70920 -0.05 -0.27 -0.08
C 0.08913 -2.33209 -1.77962 0.05 -0.07 -0.33
C 0.13158 1.95260 6.81375 0.06 0.48 0.58
C -3.26005 -8.46111 -3.18557 0.14 0.08 0.23
C 0.60080 0.08765 -2.26378 0.01 0.12 0.03
C -4.67831 -6.82348 -1.88365 0.01 0.03 0.04
C -3.95221 -3.33861 0.41366 -0.04 -0.05 0.12
C -2.23848 2.03312 3.82335 -0.27 0.25 0.07
C -5.76856 -6.90381 -2.92672 -0.02 0.03 0.03
C 5.46515 3.18743 7.27579 -0.03 0.01 -0.03
H -0.07408 1.66305 7.81610 -0.11 -0.33 -0.11
H 0.66382 2.04115 -5.45186 -0.01 -0.05 0.15
H 5.45996 -0.07848 -4.12799 -0.01 0.02 0.01
H -1.06315 2.40099 -5.60314 -0.02 -0.03 0.11
H 3.14131 -0.71712 -1.50525 -0.02 -0.09 0.00
H -4.33508 -4.33557 0.17941 0.13 0.20 -0.01
H 0.45250 -1.35302 -3.62646 0.04 -0.04 -0.01
H -2.35593 -8.13255 -3.70050 -0.03 -0.03 -0.07
H -3.09734 -9.47613 -2.81939 -0.03 -0.03 -0.07
H 5.26392 -0.77073 -5.74065 0.02 0.09 0.01
H 0.73201 1.45957 -0.64721 -0.01 0.02 0.00
H -6.58018 -6.25255 -2.61885 0.01 0.02 0.05
H -4.72471 -2.27655 -3.03844 0.05 -0.06 -0.02
H 0.87015 -3.08438 -1.89308 0.01 -0.02 0.09
H 3.98302 2.80310 5.78210 0.09 0.05 0.09
H -3.65901 -3.30074 1.45836 -0.02 0.08 0.01
H -4.00400 3.79296 5.50303 -0.19 0.19 0.06
H -4.07791 -8.47671 -3.89750 -0.02 0.01 -0.01
H 0.03800 -2.02942 -0.73952 -0.01 0.05 0.00
H 0.27485 3.84169 -7.14021 0.00 -0.01 -0.02
H 4.81873 -0.39095 -1.94451 0.00 0.08 -0.05
H -4.36744 -3.67152 -2.00565 -0.01 -0.04 0.02
H -5.40059 -6.57555 -3.89961 -0.01 -0.06 -0.03
H 5.61520 2.29214 5.33390 0.03 0.08 -0.08
H -1.79449 3.79587 5.00524 0.24 0.02 -0.04
H 5.16994 4.01618 5.31355 0.01 -0.04 -0.08
H -2.47011 1.42204 4.69302 0.24 -0.04 0.14
H 8.64288 3.08375 6.66942 0.02 0.00 -0.09
H -1.99372 4.13200 3.31315 -0.02 -0.06 -0.19
H 8.20304 4.79902 6.66125 0.02 0.01 -0.09
H -0.43910 0.17682 -0.37589 0.05 -0.01 0.11
H -0.11987 3.07005 -4.26517 0.05 -0.01 0.03
H -2.87583 -7.46839 -1.35080 0.02 0.00 0.00
H -3.07253 -3.14025 -0.20190 0.00 -0.05 -0.02
H -6.19327 -1.45339 -1.19081 0.01 0.03 0.00
H 7.00166 3.58690 8.48966 -0.01 0.01 0.01
H -0.87193 -2.76720 -2.06659 -0.02 -0.02 0.11
H 7.42542 3.68089 5.53507 -0.01 0.00 -0.02
H -6.14695 -7.92272 -3.01479 0.02 -0.01 -0.07
H -2.97254 1.78055 3.06091 0.10 -0.16 -0.17
H -5.99044 -3.46074 -2.66975 0.06 -0.07 -0.02
H 6.58965 -1.31184 -4.69932 0.03 0.08 0.02
H 1.29145 -0.16713 -0.24499 -0.09 -0.04 0.10
H -4.49389 3.11140 3.95855 -0.11 0.03 -0.08
H 0.58777 6.58999 -4.11954 0.01 0.02 -0.05
H -0.60833 5.30791 -3.87257 0.03 -0.06 0.05
H 3.48788 0.16314 -2.99542 0.03 0.06 0.05
H 4.68093 -2.92385 -4.61351 0.00 -0.01 -0.01
H 1.11979 4.94647 -3.72597 -0.06 -0.05 0.05
```
Positions in Å, forces in eV/Å.

Net charge: -1
2S+1: 1
Orbital gap: 7.7 eV
E_tot: -3298.0948 hartree
LUMO level: 1.6219 eV

This record from the Open Molecules 2025 dataset describes a 2-piece molecular cluster, C5H9NO overall. The level of theory is ωB97M-V with the def2-TZVPD basis set.

Geometry as XYZ:
```
16
Properties=species:S:1:pos:R:3:forces:R:3
O -2.95682 -0.09952 -2.26838 0.74 -0.72 -0.03
N -0.33263 0.05023 0.32788 0.01 -0.31 0.84
C -0.75646 -0.12979 1.61823 -0.17 -0.43 -0.34
C 1.50218 -0.04164 1.56066 -0.94 -0.35 1.06
C 0.34113 -0.18288 2.41437 0.53 0.17 -0.03
C 1.68785 0.30591 -1.05181 1.79 -0.44 0.36
C 1.04729 0.08458 0.27917 -0.82 0.59 -0.85
H -2.70805 -0.79944 -2.90025 -0.27 0.53 0.39
H 0.31370 -0.24791 3.49250 0.19 -0.25 -0.11
H 2.48870 -0.15263 1.96726 0.39 0.28 -0.41
H 2.60136 0.89411 -0.97431 -0.26 0.82 0.33
H 2.21443 -0.58896 -1.40783 -0.92 -0.40 -0.33
H 1.05261 0.76102 -1.80242 -0.17 -0.20 -0.03
H -3.68345 0.37322 -2.66142 -0.38 0.20 -0.28
H -1.02780 0.19709 -0.37423 0.27 0.00 -0.82
H -1.78403 -0.42338 1.78058 0.02 0.50 0.27
```
Positions in Å, forces in eV/Å.

Net charge: 0
2S+1: 1
Energy above the lowest of the compared OMol25 structures with the same formula, charge and spin: 25.3 kcal/mol
Orbital gap: 8.4 eV
E_tot: -325.8973 hartree
LUMO level: 0.5824 eV
SMILES: Cc1ccc[nH]1.O

This record from the Open Molecules 2025 dataset describes one molecule with the formula C5H8ClI. The level of theory is ωB97M-V with the def2-TZVPD basis set.

Geometry as XYZ:
```
15
Properties=species:S:1:pos:R:3:forces:R:3
I 3.13905 -1.79155 -1.51987 -0.34 0.19 0.07
Cl -0.64249 -1.23109 -3.07615 -1.12 -1.15 -1.59
C 0.80274 -0.70670 0.42468 -0.65 -1.11 -1.95
C -0.61443 -0.24482 0.08378 1.20 -0.92 -2.15
C -1.08498 1.11094 0.35402 -3.29 1.69 0.96
C 1.03034 -1.36888 -0.97797 0.39 -1.20 0.85
C 0.23526 -0.51072 -1.86106 -1.21 2.42 3.19
H 0.49105 0.49220 -2.22287 0.50 -0.32 0.80
H 1.39039 0.15959 0.39104 1.10 1.36 0.29
H 0.57461 -2.37166 -1.13398 0.41 0.53 0.79
H 1.06065 -1.27321 1.31687 -0.33 -0.19 -0.04
H -1.38593 1.39425 1.40033 1.06 -0.90 -0.03
H -2.20576 1.16270 0.03638 2.04 0.35 -0.61
H -0.47157 1.96853 0.05738 -0.18 -0.37 -0.49
H -1.43954 -0.95058 0.14845 0.41 -0.38 -0.09
```
Positions in Å, forces in eV/Å.

Net charge: 0
2S+1: 1
Energy above the lowest of the compared OMol25 structures with the same formula, charge and spin: 36.3 kcal/mol
Orbital gap: 8.9 eV
E_tot: -953.0962 hartree
LUMO level: 0.5175 eV

- The highest orbital gap belongs to which entry?
  C5H8ClI

Copy entry 3 word for word.
This record from the Open Molecules 2025 dataset describes one molecule with the formula C5H8ClI. The level of theory is ωB97M-V with the def2-TZVPD basis set.

Geometry as XYZ:
```
15
Properties=species:S:1:pos:R:3:forces:R:3
I 3.13905 -1.79155 -1.51987 -0.34 0.19 0.07
Cl -0.64249 -1.23109 -3.07615 -1.12 -1.15 -1.59
C 0.80274 -0.70670 0.42468 -0.65 -1.11 -1.95
C -0.61443 -0.24482 0.08378 1.20 -0.92 -2.15
C -1.08498 1.11094 0.35402 -3.29 1.69 0.96
C 1.03034 -1.36888 -0.97797 0.39 -1.20 0.85
C 0.23526 -0.51072 -1.86106 -1.21 2.42 3.19
H 0.49105 0.49220 -2.22287 0.50 -0.32 0.80
H 1.39039 0.15959 0.39104 1.10 1.36 0.29
H 0.57461 -2.37166 -1.13398 0.41 0.53 0.79
H 1.06065 -1.27321 1.31687 -0.33 -0.19 -0.04
H -1.38593 1.39425 1.40033 1.06 -0.90 -0.03
H -2.20576 1.16270 0.03638 2.04 0.35 -0.61
H -0.47157 1.96853 0.05738 -0.18 -0.37 -0.49
H -1.43954 -0.95058 0.14845 0.41 -0.38 -0.09
```
Positions in Å, forces in eV/Å.

Net charge: 0
2S+1: 1
Energy above the lowest of the compared OMol25 structures with the same formula, charge and spin: 36.3 kcal/mol
Orbital gap: 8.9 eV
E_tot: -953.0962 hartree
LUMO level: 0.5175 eV

- Among the records above, which one has the highest E_tot?
  C5H9NO

- Number 2 is which compound?
  C5H9NO